The following is a DFT calculation (ωB97M-V/def2-TZVPD) of C4H9IN2 in the gas phase in a non-equilibrium geometry.

Output
- molar mass (g/mol) = 212.03
- HOMO energy (spin up / spin down) (Ha) = -0.248 / -0.250
- orbital gap (spin up / spin down) (eV) = 6.946 / 7.020
- energy relative to the best compared isomer or geometry (same formula, charge and spin) (kcal per mole) = 59.32

Geometry as XYZ:
```
16
C4H9IN2, DFT ωB97M-V/def2-TZVPD
C 0.036 -0.661 -1.158
C 1.426 -1.299 -0.813
C -0.429 -0.052 0.083
C -1.100 -0.897 1.141
N 0.079 2.057 -0.598
N -0.283 1.240 0.465
I 2.800 -0.065 0.231
H -0.099 0.143 -2.023
H -0.529 -1.605 -1.367
H 1.218 -2.072 -0.205
H -1.980 -0.238 1.320
H -0.483 -1.228 2.081
H -1.432 -1.889 0.669
H -0.391 2.987 -0.481
H 1.133 2.085 -0.837
H 0.034 1.494 1.490
```